1.
C26H24CdN9O7S3 | ωB97M-V/def2-TZVPD

Geometry as XYZ:
```
70
Properties=species:S:1:pos:R:3:mulliken_charge:R:1
Cd -0.0723 -0.3447 1.4561 3.2319
O 1.8394 0.9752 0.7217 -0.7657
N 2.3928 1.8144 1.5484 0.1019
C 3.6769 2.1693 1.3385 -0.1868
C 4.3465 3.0494 2.1495 -0.6949
C 3.6687 3.6110 3.2312 -0.2004
C 2.3591 3.2548 3.4424 -0.8902
C 1.6894 2.3392 2.6089 0.5385
S 0.0719 1.9059 2.8717 -0.5990
H 4.1331 1.7118 0.4737 0.4219
H 5.3756 3.2950 1.9324 0.3907
H 4.1623 4.3086 3.8951 0.3642
H 1.7911 3.6563 4.2690 0.4309
O -0.7376 2.2215 -3.9436 -0.7168
C -0.6811 0.8875 -4.0333 0.6270
C -0.4066 0.3290 -5.2836 -0.7364
C -0.3553 -1.0417 -5.4507 -0.3121
C -0.5637 -1.8914 -4.3713 -0.8692
C -0.8175 -1.3461 -3.1256 -0.5565
C -0.8882 0.0314 -2.9318 0.3858
C -1.1922 0.5183 -1.5464 -0.1958
O -1.1115 -0.3315 -0.6065 -0.5908
N -1.5323 1.7991 -1.5057 -0.4290
N -2.1411 2.2704 -0.3782 -0.5040
C -2.0219 3.5045 -0.1408 0.1195
S -0.8802 4.5678 -1.0033 -0.0937
C -1.3334 6.0612 -0.0640 -0.5669
C -1.7733 5.6184 1.3172 -0.4875
S -3.0080 4.3155 1.0625 -0.1558
H -1.0150 2.4178 -3.0025 0.5023
H -0.2637 1.0028 -6.1190 0.4185
H -0.1616 -1.4514 -6.4350 0.3634
H -0.5370 -2.9653 -4.5032 0.4627
H -0.9697 -1.9818 -2.2627 0.4275
H -2.1400 6.5719 -0.5895 0.2898
H -0.4476 6.6954 -0.0305 0.3528
H -2.2329 6.4189 1.8958 0.3868
H -0.9463 5.1761 1.8753 0.1773
N -2.4425 0.2920 1.9696 -0.0767
N -3.5849 -0.4653 1.7513 -0.6386
C -3.6041 -1.7277 1.2722 0.5304
N -4.8202 -2.2082 0.9613 -0.4072
N -2.4787 -2.4068 1.1656 -0.1994
N -2.5029 -3.6450 0.6461 0.9217
O -1.4291 -4.1609 0.4163 -0.6079
O -3.5755 -4.2475 0.4211 -0.8082
H -2.4085 0.6328 2.9218 0.2906
H -2.3450 1.0548 1.2834 0.3452
H -4.4625 0.0266 1.6889 0.1832
H -5.6277 -1.6142 0.9675 0.1225
H -4.8360 -3.1611 0.6240 0.2544
O 1.0960 -2.9263 4.5585 -0.7460
C 0.7702 -2.3112 3.5421 0.2655
O -0.0007 -1.3123 3.4459 -0.7523
C 1.3708 -2.8327 2.2147 0.4579
C 1.9328 -4.1257 2.1837 -0.7158
C 2.4176 -4.6084 1.0064 -0.8301
C 2.3511 -3.8093 -0.1573 1.1996
C 2.7839 -4.2537 -1.4257 -0.7327
C 2.6810 -3.4371 -2.5171 -0.8160
C 2.1597 -2.1351 -2.3884 -0.6333
C 1.7412 -1.6739 -1.1718 -0.4927
C 1.8042 -2.5088 -0.0347 0.1301
N 1.3296 -2.0553 1.1588 -0.1941
H 1.9393 -4.6928 3.1024 0.5040
H 2.8357 -5.6072 0.9492 0.3897
H 3.1969 -5.2520 -1.5160 0.3756
H 3.0057 -3.7902 -3.4883 0.3911
H 2.0707 -1.5091 -3.2671 0.4999
H 1.3552 -0.6730 -1.0465 0.3482
```

Its total energy is -92165.1280 eV. The LUMO energy comes out at 0.0796 Eh. The orbital gap is 7.149 eV. The total charge is -1. The energy relative to the best compared isomer or geometry (same formula, charge and spin) is 12.2 kcal per mole. For the max |F|, the calculation gives 1.050 eV/A.



2.
C6H10O | ωB97M-V/def2-TZVPD

Geometry as XYZ:
```
17
Properties=species:S:1:pos:R:3:mulliken_charge:R:1
C 1.8508 -0.6896 0.0371 -1.3971
C 0.6383 0.1062 0.4802 0.2526
C 0.3892 1.4231 -0.3589 -0.4985
C -1.1670 1.7321 -0.5723 -0.5645
C -1.3426 0.5968 -0.0469 -0.1786
C -0.7279 -0.6612 0.3880 -0.0516
O -0.7988 -1.7364 -0.5106 -0.5429
H 1.7442 -1.0386 -0.9958 0.2884
H 2.7422 -0.0536 0.0883 0.3932
H 2.0103 -1.5655 0.6729 0.3704
H 0.7442 0.4041 1.5288 0.3194
H 0.8140 1.3407 -1.3644 0.2971
H 0.8426 2.2852 0.1348 0.3656
H -3.3620 -0.1339 -0.3313 0.0531
H -3.4146 0.2659 0.2957 0.0653
H -1.0626 -1.0593 1.3462 0.4242
H -0.6352 -1.3989 -1.4017 0.4039
```

Its total energy is -8425.9522 eV. The LUMO energy comes out at 0.0262 Eh. The orbital gap is 10.075 eV. The energy relative to the best compared isomer or geometry (same formula, charge and spin) is 121.9 kcal per mole. For the max |F|, the calculation gives 0.533 eV/A.



3.
C6H11N | ωB97M-V/def2-TZVPD

Geometry as XYZ:
```
18
Properties=species:S:1:pos:R:3:mulliken_charge:R:1
C 1.6468 0.9771 0.3960 -0.4354
C 1.0573 -0.4638 0.6218 -0.6939
C -0.3588 -0.7123 0.0771 0.6222
C -0.5475 -1.5965 -0.9746 -0.9241
C -2.7816 -0.2238 0.6283 -0.7072
C -1.4951 0.1532 0.5886 -0.3563
N 1.8465 1.3294 -1.0142 -0.5407
H 2.6930 0.6596 0.7867 0.2849
H 1.1098 1.6948 0.9847 0.3239
H 1.7677 -1.1431 0.0138 0.2729
H 1.0897 -0.7922 1.6650 0.3606
H 0.2614 -2.0806 -1.5588 0.2586
H -1.5290 -1.9597 -1.2791 0.3010
H -3.3767 -0.2467 1.5778 0.2366
H -3.3318 -0.2678 -0.3582 0.2540
H -1.3345 1.1968 0.6548 0.3376
H 0.9803 1.3120 -1.5123 0.2087
H 2.3024 2.1637 -1.2973 0.1968
```

Its total energy is -7885.2624 eV. The LUMO energy comes out at -0.0123 Eh. The orbital gap is 7.046 eV. Its SMILES is C=CC(=C)CCN. The energy relative to the best compared isomer or geometry (same formula, charge and spin) is 121.5 kcal per mole. For the max |F|, the calculation gives 3.554 eV/A.



4.
C7H7N4 | ωB97M-V/def2-TZVPD

Geometry as XYZ:
```
18
Properties=species:S:1:pos:R:3:mulliken_charge:R:1
C -3.0729 0.9227 0.2773 -0.2246
C -3.8255 -1.1566 -0.1454 -0.1519
C 0.6133 0.9825 -0.1777 -0.2082
C -1.7412 0.5257 -0.1616 0.4464
C -1.6471 -0.8094 -0.3874 0.4964
C 3.2358 -0.8047 0.0967 -0.7802
C 1.8972 -1.1120 -0.2359 0.1551
N -4.0736 0.0746 0.1924 -0.3834
N -2.6034 -1.5819 -0.3925 -0.2457
N -0.7200 1.4324 -0.1192 -0.1423
N 0.8339 -0.2498 -0.1194 -0.3549
H -3.0742 1.9713 0.3186 0.4256
H -4.7142 -1.7573 -0.2502 0.3932
H 1.4614 1.5758 -0.3635 0.4428
H 3.9845 -1.5671 0.2740 0.2828
H 3.5541 0.1030 0.6217 0.2456
H 1.3717 -2.0421 -0.4449 0.3728
H -0.7504 2.4125 -0.1823 0.2304
```

Its total energy is -13320.7686 eV. The LUMO energy (alpha / beta) comes out at -0.2399 / -0.2398 Eh. The orbital gap (alpha / beta) is 6.190 / 6.191 eV. Its SMILES is C=C/N=C/NC1=C=[N+]=CN=C1. The total charge is +1. The energy relative to the best compared isomer or geometry (same formula, charge and spin) is 130.9 kcal per mole. For the max |F|, the calculation gives 3.691 eV/A.